Entry 1:
Molecular formula: C4H7Br3O2
Method: DFT, ωB97M-V with the def2-TZVPD basis set

Geometry (Å):
C -0.78840 1.49928 1.20029
C 0.51511 1.30131 0.44734
C 0.76899 -0.47331 0.18134
C -0.18928 -1.02690 -0.89770
O 0.23697 -2.27945 -1.19332
O -1.49321 -0.94928 -0.49512
Br 2.50447 -0.72449 -0.53180
Br 0.51612 -1.39554 1.75313
Br 0.02862 0.08825 -2.70408
H -0.82431 1.23257 2.20083
H -1.47145 0.83503 0.79978
H -0.99367 2.49483 1.07679
H 0.63081 1.79369 -0.44572
H 1.37560 1.50974 1.07480
H 1.15960 -2.37206 -1.38315
H -1.97597 -1.53366 -1.08340

Cartesian forces, eV/Å:
1.9 -0.9 -1.4
0.9 -5.0 2.9
-1.2 5.0 -1.5
1.2 0.3 0.0
-3.1 -1.1 -0.3
1.2 -0.4 -0.5
1.5 0.3 0.2
-0.2 -0.8 1.6
-0.3 -0.3 0.8
0.8 -0.2 2.1
-1.9 -0.6 -1.3
-1.3 2.5 -0.2
-0.1 0.9 -2.2
0.2 0.2 0.1
1.0 0.4 -0.2
-0.5 -0.2 -0.2

The value obtained for the orbital gap is 10.36 eV. For the total energy, the calculation gives -8029.08976 Eh. The maximum force comes out at 5.828 eV Å⁻¹.

These are the natural (NBO) partial charges, in e, on atoms 1 to 4: atom 1 (C): -0.64, atom 2 (C): -0.32, atom 3 (C): -0.31, atom 4 (C): 0.55

---

Entry 2:
Molecular formula: C36H63F3IN3O3S2
Method: DFT, ωB97M-V with the def2-TZVPD basis set

Geometry (Å):
C 3.35643 0.08841 -2.61476
C 2.55773 1.25501 -1.80669
C 3.54158 1.91675 -0.71070
C 4.90069 1.11452 -0.44520
C 5.75478 1.68945 0.82025
C 4.98539 1.39336 2.20221
C 5.57121 0.16584 3.05395
C 4.97927 -1.27978 2.68094
N 3.65691 -1.59094 3.29149
C 3.45480 -3.04445 3.57068
C 3.15753 -3.95494 2.28294
C 1.60890 -4.29890 2.05543
C 0.89093 -5.02108 3.29163
C -0.54070 -5.68387 2.90721
C -1.53999 -4.64799 2.18379
C -2.96872 -5.32322 1.80323
C -3.45574 -4.91040 0.30634
C 2.52797 -0.98716 2.57818
S 2.31960 -0.93126 0.90864
S 1.20676 -0.26494 3.68264
C -0.28965 0.13501 2.60533
C -0.05737 1.62179 2.05979
C -0.73950 1.96273 0.65104
C -2.30579 1.59754 0.52131
I -3.22373 2.21763 2.46110
O -2.60508 0.19708 0.49006
C -1.86184 -0.60234 -0.43443
C -3.04466 2.47528 -0.65508
C -4.66509 2.50765 -0.49185
O -5.26867 1.23354 -0.14722
C -6.56462 1.37834 0.40527
F -6.47028 1.44822 1.81168
F -7.30459 2.45746 -0.14003
F -7.27774 0.19665 0.08706
N -2.72105 3.95540 -0.52528
C -1.98744 4.52445 -1.66651
C -1.68768 6.08697 -1.27165
C -0.38341 6.67738 -2.00262
C -0.31931 6.21609 -3.55512
N -2.59602 2.07413 -2.00612
C -3.50156 1.16641 -2.73297
O -2.81483 0.80811 -3.98681
C -2.24181 -0.49014 -3.89493
C -3.01575 -1.81678 -3.69835
C -2.16643 -3.12494 -3.64880
C -0.63355 -3.19000 -3.80864
C 0.13757 -1.86441 -4.03519
C -0.67869 -0.55642 -4.05565
H 3.50114 -0.81338 -1.91629
H 4.34207 0.45706 -3.06561
H 2.68046 -0.21835 -3.48197
H 1.61256 0.78503 -1.33350
H 2.19412 1.98406 -2.61051
H 2.91248 2.11273 0.22539
H 3.84864 2.96094 -1.10639
H 4.77602 -0.00215 -0.25229
H 5.60540 1.19802 -1.35946
H 5.75366 2.83680 0.66896
H 6.79628 1.23252 0.74523
H 5.12990 2.33723 2.85769
H 3.86775 1.33901 1.98261
H 6.70344 0.11699 2.81400
H 5.50393 0.33040 4.18999
H 5.72312 -2.05132 3.11793
H 5.03835 -1.40412 1.54689
H 4.36257 -3.40724 4.18728
H 2.56289 -3.11436 4.30499
H 3.71093 -4.94253 2.42455
H 3.57197 -3.44262 1.33298
H 1.57233 -5.05240 1.17509
H 0.97080 -3.40268 1.72393
H 0.64833 -4.19785 4.06354
H 1.49994 -5.85314 3.78307
H -1.06103 -6.01815 3.88502
H -0.38341 -6.62705 2.27146
H -1.05566 -4.31077 1.20813
H -1.78106 -3.79890 2.91017
H -3.81370 -4.97700 2.50254
H -2.88687 -6.46934 1.83235
H -4.13400 -3.98597 0.31069
H -2.53134 -4.65540 -0.31289
H -4.02783 -5.75007 -0.22167
H -1.18056 0.12035 3.32326
H -0.31202 -0.67888 1.81225
H -0.25424 2.40901 2.88297
H 1.08460 1.70760 1.87453
H -0.52313 3.08644 0.47439
H -0.08137 1.43843 -0.14554
H -1.21390 -1.43117 0.05220
H -2.62705 -1.18991 -1.07516
H -1.18463 -0.06983 -1.17405
H -5.18068 2.87242 -1.46292
H -4.99485 3.29036 0.29211
H -2.33529 4.18070 0.39438
H -2.58879 4.60355 -2.64624
H -0.92936 4.08367 -1.84613
H -2.58506 6.68139 -1.70068
H -1.71226 6.25570 -0.14392
H 0.54207 6.27989 -1.44976
H -0.38377 7.83276 -1.97048
H -1.33389 6.29582 -4.08813
H 0.49805 6.79712 -4.10103
H 0.03028 5.11481 -3.53278
H -1.60495 1.82010 -2.06309
H -4.47763 1.67632 -3.08629
H -3.84522 0.23703 -2.14895
H -4.16039 -1.80122 -3.58742
H -2.70299 -4.12932 -3.47468
H -0.01706 -4.14905 -3.76873
H 1.26933 -1.92271 -4.18433
H -0.08619 0.41534 -4.23728

Cartesian forces, eV/Å:
-1.1 0.2 0.1
0.8 -1.0 -0.7
-0.3 0.7 -0.6
1.1 0.1 0.5
-1.7 0.2 -0.9
0.7 1.0 0.6
0.2 -0.3 -0.4
1.8 0.0 0.1
-0.8 0.9 -1.3
-0.9 -0.7 1.0
0.0 0.0 0.1
-0.1 -1.1 -0.4
-1.1 0.5 0.0
-0.2 0.5 0.4
-0.6 -1.1 0.2
-0.3 0.1 -0.8
0.3 0.1 0.2
-0.9 0.0 -0.4
0.4 0.0 1.9
0.9 -1.1 -0.8
0.7 0.6 0.2
1.2 -0.1 -0.4
0.8 0.2 0.1
0.5 0.6 -0.1
0.2 0.0 -0.5
1.1 1.2 -0.5
0.2 -2.1 -1.5
-0.4 0.8 0.6
-0.5 1.5 -0.5
-2.5 0.7 0.8
0.5 -1.6 -0.5
-0.8 0.3 -3.2
1.7 -2.3 1.7
1.5 2.7 0.9
-0.1 -1.5 -0.9
1.5 2.6 0.4
-0.9 0.4 -1.2
-0.3 -0.1 -0.2
0.6 -0.6 0.9
-1.6 -0.8 0.6
-0.8 -0.2 -0.8
0.0 -2.4 1.7
2.6 -3.0 -0.3
3.8 0.5 -0.4
1.3 1.8 -0.3
-1.6 3.8 -0.2
-4.3 -0.4 0.5
-0.8 -2.2 0.1
0.0 1.3 -1.2
-1.4 -0.6 0.8
1.0 0.2 1.1
1.6 0.7 -0.6
0.5 -0.7 1.4
1.1 -0.4 -1.0
-0.4 -1.6 0.7
-0.2 1.5 -0.3
-1.3 0.0 1.3
0.5 -1.8 0.3
-1.3 0.8 0.4
-0.3 -1.5 -1.0
1.5 -0.2 0.5
-1.7 0.0 0.4
-0.2 -0.2 -1.7
-1.3 1.2 -0.6
-0.4 0.1 1.4
-1.3 0.6 -1.2
1.4 0.1 -1.2
-0.7 1.2 -0.2
-0.6 -0.8 1.6
0.1 1.2 1.2
1.2 -1.2 0.6
0.5 -1.4 -0.9
-0.5 1.3 -0.7
0.9 0.4 -1.5
-0.2 1.4 0.7
-0.7 -0.1 1.4
0.7 -0.8 -1.2
1.5 -0.7 -0.8
-0.1 1.7 0.1
1.0 -1.3 0.1
-1.3 -0.4 0.6
0.8 1.1 0.8
1.3 -0.3 -1.1
-0.2 1.2 1.0
-0.1 -1.4 -1.4
-1.8 -0.1 0.1
-0.8 -1.8 0.2
-1.4 0.6 1.1
-1.0 1.5 -0.3
1.2 1.0 1.0
-0.9 -0.4 1.1
1.3 -0.5 1.4
1.2 -1.3 -1.1
-0.1 0.0 -0.6
1.0 -0.7 1.7
-1.7 0.2 0.1
1.3 -0.8 0.9
0.3 -0.3 -1.4
-1.2 0.7 -0.9
0.0 -1.9 0.2
1.6 0.0 0.8
-1.3 -0.7 0.6
-0.7 1.7 -0.4
-0.7 -0.1 0.0
1.7 -0.4 0.7
0.8 1.2 -0.9
2.1 -0.2 -0.2
0.8 1.9 -0.3
-1.4 1.4 0.0
-1.9 0.4 0.3
-1.3 -1.6 0.3

The value obtained for the orbital gap is 8.42 eV. For the total energy, the calculation gives -3192.74492 Eh. The maximum force comes out at 4.323 eV Å⁻¹.

These are the Mulliken partial charges, in e, on atoms 1 to 4: atom 1 (C): -0.95, atom 2 (C): 0.59, atom 3 (C): -0.12, atom 4 (C): -0.12

---

Entry 3:
Molecular formula: ClH2O2P
Method: DFT, ωB97M-V with the def2-TZVPD basis set

Geometry (Å):
O 0.41628 0.63378 -0.49649
P -1.33041 -0.59993 -0.69544
O -1.08973 -1.63681 0.49285
Cl -2.48776 0.64136 0.21528
H 0.21945 1.41339 -1.12970
H -0.16233 -1.71585 0.82805

Cartesian forces, eV/Å:
-3.2 -0.7 -1.6
3.9 1.1 -1.1
1.6 -0.3 0.6
-1.7 1.7 1.0
0.4 -1.9 1.4
-1.0 0.2 -0.3

The value obtained for the orbital gap is 10.10 eV. For the total energy, the calculation gives -953.22854 Eh. The maximum force comes out at 4.246 eV Å⁻¹.

These are the natural (NBO) partial charges, in e, on atoms 1 to 4: atom 1 (O): -1.01, atom 2 (P): 1.30, atom 3 (O): -1.02, atom 4 (Cl): -0.26

---

> Look up the orbital gap of the second one.

8.42 eV